# 1
The following is a DFT calculation (ωB97M-V/def2-TZVPD) of a molecular structure, C5H11NO2.

Each line ends with the Mulliken charge.
Atoms and positions in Å:
C: 0.00 1.20 -1.14  -0.64
C: 1.69 1.28 0.02  -0.66
C: -2.01 -1.58 0.41  -1.02
C: 1.57 0.31 1.17  -0.91
N: -0.64 0.02 -0.88  0.16
C: -1.55 -0.16 0.17  0.60
O: -0.05 -1.21 -1.39  -0.41
O: -1.92 0.78 0.83  -0.59
H: -0.47 -1.34 -2.25  0.34
H: 0.47 1.21 -2.11  0.36
H: 0.30 1.84 -0.20  0.25
H: 1.96 2.29 0.33  0.40
H: 2.39 0.96 -0.74  0.37
H: -1.16 -2.21 0.68  0.26
H: -2.74 -1.57 1.21  0.33
H: -2.46 -2.00 -0.49  0.30
H: 2.52 0.23 1.71  0.36
H: 0.80 0.63 1.87  0.27
H: 1.31 -0.69 0.81  0.22

Values from the calculation:
Energy above the lowest of the compared OMol25 structures with the same formula, charge and spin   122.3 kcal per mole
Molar mass   117.15 g/mol
Total energy   -402.18321 Eh
Maximum force   2.6 eV/A

***

# 2
The following is a DFT calculation (ωB97M-V/def2-TZVPD) of C6H7N3 in the gas phase.

Each line ends with the Mulliken charge.
Atoms and positions in Å:
C: -3.58 -0.54 -0.47  0.05
C: -2.41 -0.48 -0.24  -1.03
C: -0.95 0.07 0.08  1.08
C: -0.65 1.30 0.83  -0.51
C: 0.28 0.84 -0.27  -0.48
N: 1.45 0.09 0.14  0.15
N: 2.61 -0.15 -0.79  -0.68
C: 1.06 -1.06 0.59  -0.05
N: -0.20 -1.31 0.72  -0.59
H: -4.56 -0.39 -1.02  0.34
H: -0.19 1.33 1.96  0.21
H: -1.29 2.05 0.37  0.32
H: 0.67 1.56 -1.21  0.31
H: 2.58 -1.03 -1.34  0.27
H: 3.52 -0.18 -0.05  0.30
H: 1.67 -2.11 0.71  0.30

Values from the calculation:
Energy above the lowest of the compared OMol25 structures with the same formula, charge and spin   176.4 kcal per mole
Molar mass   121.14 g/mol
Total energy   -396.81116 Eh
Maximum force   7.9 eV/A

***

Number 1: HOMO-LUMO gap 8.535 eV, LUMO level 0.6 eV, HOMO energy -7.889 eV. Number 2: HOMO-LUMO gap 10.028 eV, LUMO level 0.8 eV, HOMO energy -9.241 eV.